Molecular formula: C2H3N3O2S
Method: DFT, ωB97M-V/def2-TZVPD

XYZ file:
```
11
Properties=species:S:1:pos:R:3:forces:R:3:nbo_charge:R:1
C 0.96711 -0.03158 -0.55115 -2.4 -3.6 -0.2 0.624
C -0.48587 1.10272 0.51873 -4.3 1.8 0.5 0.353
H -2.10751 -0.57637 0.24912 -1.0 -0.6 1.4 0.462
H 0.47558 -1.95401 -0.04321 -0.8 1.8 0.6 0.421
H 2.81107 0.28966 -1.31802 -3.7 -1.9 0.0 0.381
N -0.58045 -0.22993 1.04753 2.4 -0.6 -1.6 -0.030
N 0.00667 -1.00954 -0.18137 0.0 1.2 1.7 -0.519
N 1.89412 -0.39927 -1.20354 8.7 0.6 -2.6 -0.684
O -1.82466 -0.69788 1.20567 -1.3 0.4 -1.4 -0.485
O 0.53520 1.15764 -0.31498 -0.2 3.5 1.4 -0.440
S -1.69127 2.34855 0.59122 2.7 -2.7 0.2 -0.082
```
Forces are in eV/Å.

SMILES string ... [H]/N=c1/[nH]n(O)c(=S)o1
Net charge ... 0
Orbital gap ... 8.9078 eV
LUMO level ... -0.02094 hartree
Calculated total energy ... -790.7869 Ha
Largest force on an atom ... 9.1 eV/Å

Molecular formula: C3H3ClF2
Method: DFT, ωB97M-V/def2-TZVPD

XYZ file:
```
9
Properties=species:S:1:pos:R:3:forces:R:3:nbo_charge:R:1
C 0.96810 -0.80424 -0.11030 1.0 -1.5 0.4 -0.126
C -0.09961 -0.20122 -0.55207 0.3 1.1 -1.7 -0.327
C -0.79208 0.76358 0.34128 -1.4 1.0 1.3 0.555
H 1.31506 -0.75617 0.88713 0.1 0.1 1.0 0.208
H -0.12239 -0.19586 -1.62646 -1.2 0.0 -0.4 0.244
H -0.12500 1.41386 0.87660 0.5 0.5 -0.1 0.147
F -1.76450 1.68140 -0.21088 1.6 -2.5 0.5 -0.353
F -1.36199 0.03023 1.38584 -0.4 0.5 -1.0 -0.348
Cl 1.98241 -1.93158 -0.99114 -0.6 0.7 0.0 0.001
```
Forces are in eV/Å.

SMILES string ... FC(F)/C=C/Cl
Net charge ... 0
Orbital gap ... 11.0931 eV
LUMO level ... 0.02169 hartree
Calculated total energy ... -775.9913 Ha
Largest force on an atom ... 3.0 eV/Å

Molecular formula: C31H40BClNO12S
Method: DFT, ωB97M-V/def2-TZVPD

XYZ file:
```
87
Properties=species:S:1:pos:R:3:forces:R:3:mulliken_charge:R:1
C -3.79315 5.00851 -2.38847 -0.2 0.3 0.1 -0.723
C -3.61387 5.38048 -0.83024 0.9 -0.6 -0.2 -0.583
C -2.20841 4.73897 -0.29109 -2.2 -0.4 0.4 -0.517
C -2.62248 3.29189 0.36313 2.2 1.9 -0.8 -0.609
N -1.43365 2.39972 0.23287 -2.1 0.6 0.5 -0.425
B -1.74380 1.05671 -0.41811 1.4 0.3 -0.2 1.365
C -1.65769 1.19306 -2.06520 0.3 -0.9 -1.8 -0.147
C -0.30606 0.59664 -2.71235 -0.1 1.1 -1.4 -0.046
C -0.53466 0.57409 -4.32495 -0.9 0.6 1.5 -0.338
Cl 0.99138 -0.00501 -5.23338 -1.0 0.3 0.6 -0.317
O -3.04525 0.40452 -0.18801 -1.8 -1.9 1.7 -0.778
C -2.78736 -0.94733 0.28743 1.9 2.2 -1.6 -0.482
S -4.21855 -1.88280 1.01095 -3.7 1.7 4.6 1.272
C -4.90436 -3.09275 -0.24917 -0.1 -1.0 -1.1 -0.989
O -5.28739 -0.86358 1.40386 2.4 -2.4 -2.2 -0.695
O -3.89947 -2.66324 2.26448 0.6 0.7 -3.4 -0.689
C -1.51407 -0.58397 1.25562 0.3 -0.5 0.5 0.786
C -1.97897 0.24713 2.57948 -0.6 0.0 0.0 -1.157
C -0.78781 -1.86594 1.89413 1.1 -0.4 -0.2 -1.266
C 0.67977 -1.59155 2.45936 3.1 0.5 0.3 0.679
C 1.86874 -1.65630 1.43955 0.5 0.8 4.7 -0.506
C 3.30042 -1.43558 2.00286 -2.3 -0.1 1.6 -0.744
C 3.60615 -1.17265 3.51834 -3.8 -0.4 -1.4 -0.475
C 2.40445 -1.07967 4.52796 0.2 -1.0 -3.2 0.352
C 2.70997 -0.78213 6.08029 -0.5 0.8 -0.9 -0.760
C 0.97938 -1.30303 3.96228 2.2 -0.1 -1.8 -0.330
O -0.74918 0.15161 0.25505 -0.7 -2.4 1.5 -0.508
H -2.94831 4.33024 -2.79329 -1.3 1.3 0.7 0.086
H -3.83107 6.00319 -2.97609 0.0 -1.8 0.6 0.285
H -4.75899 4.41512 -2.53001 1.2 1.0 0.0 0.206
H -4.50074 4.89659 -0.27450 1.5 1.0 -0.5 0.266
H -3.58909 6.50839 -0.66113 -0.3 -1.5 -0.4 0.365
H -1.74566 5.41042 0.51137 -0.4 -0.9 -1.3 0.315
H -1.53137 4.55169 -1.19364 -0.7 0.4 1.4 0.330
H -2.79423 3.48787 1.47669 -0.5 -0.4 -1.5 0.141
H -3.54640 2.95560 -0.21507 1.2 0.0 1.0 0.199
H -0.62200 2.87157 -0.18171 -0.8 -0.3 0.2 0.223
H -2.52534 0.57830 -2.53464 1.2 0.9 0.7 0.122
H -1.84964 2.29083 -2.38501 0.5 -1.7 0.3 -0.492
H -0.03693 -0.44812 -2.32330 -0.5 1.6 -0.5 0.169
H 0.57401 1.33390 -2.56018 -1.3 -1.4 0.0 0.247
H -1.45012 -0.08284 -4.56800 1.7 0.8 0.1 0.330
H -0.76409 1.65564 -4.65157 0.6 -1.8 0.3 0.234
H -2.49704 -1.46680 -0.70834 -0.1 -0.2 2.0 0.375
H -5.49540 -3.94322 0.26123 1.0 1.7 -0.3 0.335
H -4.07471 -3.61417 -0.84943 -0.9 1.0 1.1 0.316
H -5.59103 -2.58914 -1.01235 1.0 -0.3 1.3 0.321
H -3.12918 0.16271 2.64740 1.8 0.5 0.0 0.295
H -1.61482 1.32920 2.57475 -0.7 -1.5 -0.4 0.077
H -1.57415 -0.22269 3.55038 -0.5 0.5 -1.7 0.282
H -1.41066 -2.26260 2.77542 0.7 0.6 -1.7 0.471
H -0.67723 -2.67979 1.08241 -0.2 1.1 1.3 0.369
H 1.64493 -1.86185 0.34062 0.5 0.4 1.8 0.258
H 4.15875 -1.50962 1.24957 -1.3 0.2 1.4 0.261
H 4.69218 -1.03052 3.87084 -2.0 -0.1 -0.6 0.559
H 1.84281 -1.09691 6.76586 1.3 0.3 -1.1 0.319
H 2.79102 0.36860 6.16722 -0.1 -1.8 0.0 0.257
H 3.70663 -1.22229 6.42596 -1.7 0.5 -0.6 0.077
H 0.10279 -1.25445 4.69978 1.4 -0.1 -1.3 0.137
C 7.05759 -2.97795 7.97676 -0.2 0.2 -0.2 -0.973
C 8.00542 -3.87748 8.24742 0.0 0.3 1.3 0.361
C 8.60837 -4.71848 7.17395 0.2 -0.4 -0.7 0.930
O 9.48606 -5.51714 7.45604 -0.2 0.2 0.3 -0.618
C 8.10893 -4.54952 5.80610 0.3 -0.2 0.4 -0.862
C 7.15788 -3.65202 5.53501 -0.2 -0.2 -1.5 0.392
C 6.57502 -2.79191 6.60444 -0.3 0.4 0.6 0.900
O 5.72206 -1.97024 6.31813 0.4 -0.3 -0.2 -0.509
O 6.68322 -3.48724 4.27068 0.1 0.3 1.5 -0.564
O 8.46221 -4.06354 9.51710 0.0 -0.3 -1.3 -0.570
H 6.61380 -2.36008 8.74607 0.0 0.0 0.0 0.431
H 8.54192 -5.17820 5.03978 0.0 0.0 0.0 0.417
H 6.00604 -2.78364 4.33449 0.0 -0.1 -0.2 0.268
H 9.14128 -4.76285 9.44832 -0.1 0.1 0.0 0.345
C -2.47650 2.87311 -8.62246 0.2 0.0 0.1 -0.988
C -3.41729 2.29360 -9.37045 -0.7 1.1 -0.1 0.387
C -3.33874 0.85106 -9.73900 0.3 -0.8 -0.1 0.954
O -4.22797 0.35115 -10.40919 0.0 0.4 0.1 -0.628
C -2.17727 0.08591 -9.27754 -0.5 0.1 -0.3 -0.817
C -1.23257 0.66563 -8.53125 1.1 -1.3 0.2 0.378
C -1.32553 2.10189 -8.13992 0.0 0.8 0.2 0.933
O -0.45619 2.59463 -7.44376 -0.1 -0.4 -0.2 -0.593
O -0.14951 -0.03177 -8.09886 -1.1 1.4 -0.5 -0.574
O -4.49076 2.99743 -9.82810 0.7 -1.1 0.1 -0.574
H -2.52330 3.91820 -8.34655 0.0 0.0 0.0 0.421
H -2.12365 -0.95498 -9.56667 0.0 0.0 0.0 0.419
H 0.38232 0.60558 -7.57907 0.0 -0.3 0.2 0.289
H -5.02184 2.35622 -10.33945 0.1 0.1 0.1 0.343
```
Forces are in eV/Å.

Net charge ... -1
Orbital gap ... 3.9458 eV
LUMO level ... -0.01635 hartree
Calculated total energy ... -3045.9469 Ha
Largest force on an atom ... 6.2 eV/Å

Molecular formula: C20H23AsAuBr2N4OS
Method: DFT, ωB97M-V/def2-TZVPD

XYZ file:
```
53
Properties=species:S:1:pos:R:3:forces:R:3:nbo_charge:R:1
Au 1.31241 0.08674 -0.60647 -0.8 0.9 0.6 1.304
Br 0.30656 4.46702 -5.60530 0.0 0.1 -0.1 0.263
C 0.54657 3.18926 -4.29122 0.0 0.0 0.0 -0.027
C -0.38132 2.16533 -4.12147 0.1 0.0 0.1 -0.242
C -0.15465 1.23226 -3.13040 0.0 -0.1 -0.1 0.088
N 0.92319 1.29044 -2.34587 0.6 -0.5 -0.2 -0.536
C 1.82546 2.28758 -2.48373 0.0 0.1 0.1 0.162
C 1.66114 3.25538 -3.45123 -0.1 -0.1 0.0 -0.214
C 2.93959 2.28190 -1.50435 0.1 0.0 -0.1 0.195
C 4.04785 3.09425 -1.60753 -0.1 -0.1 0.0 -0.220
C 5.07818 2.98243 -0.67287 -0.1 -0.1 0.1 -0.018
Br 6.56787 4.05875 -0.80636 0.1 0.1 0.0 0.282
C 4.97190 2.03706 0.34899 0.0 0.1 -0.1 -0.242
C 3.84734 1.25123 0.40326 -0.1 0.1 0.1 0.082
N 2.84799 1.38046 -0.48959 0.0 0.0 -0.4 -0.485
H -1.25739 2.09350 -4.74920 0.0 0.0 0.0 0.277
H -0.83316 0.40774 -2.95494 0.0 0.0 0.0 0.237
H 2.36580 4.06574 -3.56286 0.0 0.0 0.0 0.264
H 4.13918 3.80085 -2.41855 0.0 0.0 0.0 0.267
H 5.74990 1.91581 1.08887 0.0 0.0 0.0 0.283
H 3.71284 0.51654 1.18456 0.0 0.0 0.0 0.244
N -0.58922 -1.46508 2.70537 0.0 -0.1 -0.1 -0.751
C -0.60493 -0.22861 2.23372 -0.1 -0.1 -0.2 0.368
S 0.87341 0.55689 1.66300 0.4 -0.4 0.3 -0.091
N -1.67434 0.52900 2.26138 0.0 0.1 0.1 -0.503
C -2.92358 0.33359 2.95009 0.0 0.0 -0.1 0.150
C -4.02713 0.97958 2.40932 -0.1 -0.1 -0.1 -0.236
C -5.25841 0.85283 3.03199 0.1 0.0 0.0 -0.164
C -5.37272 0.10564 4.19531 -0.1 0.0 0.0 -0.155
C -4.25455 -0.50042 4.75069 0.0 0.0 0.0 -0.164
C -3.01670 -0.39157 4.13413 0.0 0.1 0.0 -0.283
H 0.28730 -1.93977 2.83448 0.0 0.1 0.1 0.430
H -1.43721 -1.90944 3.03387 0.0 0.1 0.1 0.444
H -1.60619 1.38576 1.72534 0.0 0.0 0.1 0.441
H -3.93021 1.56759 1.50465 0.0 0.0 0.0 0.224
H -6.12485 1.34361 2.61218 0.0 0.0 0.0 0.250
H -6.33269 0.01197 4.68365 0.0 0.0 0.0 0.253
H -4.33788 -1.04136 5.68281 0.0 0.0 0.0 0.250
H -2.14362 -0.79308 4.63067 0.0 0.0 0.0 0.225
C 1.23062 -3.60117 0.35647 0.1 -0.1 0.0 -0.994
As 0.09757 -2.92153 -1.02000 0.0 0.1 -0.1 1.942
C 0.93688 -3.19939 -2.70412 0.0 0.0 -0.1 -0.996
C -1.62411 -3.71800 -0.97796 -0.1 0.1 0.0 -0.978
O -0.17671 -1.22047 -0.78300 -0.1 -0.1 -0.1 -1.100
H 0.96246 -4.63828 0.56127 0.0 0.0 0.0 0.291
H 1.09678 -3.00593 1.25353 0.0 0.0 0.0 0.239
H 2.27010 -3.55907 0.03400 0.0 0.0 0.0 0.275
H 1.15834 -4.26189 -2.81531 0.0 0.0 0.0 0.290
H 1.86765 -2.63383 -2.74657 0.0 0.0 0.0 0.261
H 0.26491 -2.88286 -3.50102 0.0 0.0 0.0 0.277
H -1.51796 -4.77352 -1.23078 0.0 0.0 0.0 0.288
H -2.25960 -3.22410 -1.71143 0.0 0.0 0.0 0.282
H -2.05066 -3.61734 0.01852 0.0 0.0 0.0 0.270
```
Forces are in eV/Å.

Net charge ... +3
Orbital gap ... 5.3160 eV
LUMO level ... -0.41242 hartree
Calculated total energy ... -8986.9105 Ha
Largest force on an atom ... 1.4 eV/Å